(1)
49
Properties=species:S:1:pos:R:3:forces:R:3 method="wB97M-V/def2-TZVPD" lumo_ev=3.9 multiplicity=1 charge=-2 e_homo_ev=0.29 e_above_lowest_ev=1.334 total_energy_ha=-1857.589991
Rb -1.8748 0.1685 -2.4593 0.07 -0.15 -0.32
C -5.4847 -1.1689 -3.6490 -0.29 -0.02 0.61
C -6.2862 -0.7455 -2.5604 0.67 0.96 0.25
C -5.7163 -1.2901 -1.3863 -0.74 -0.54 -0.06
C -4.6871 -2.1923 -1.7872 0.15 0.83 1.73
C -4.5213 -2.0727 -3.1647 -0.10 -0.18 -0.51
H -5.4959 -0.8100 -4.6496 -0.38 0.12 -0.76
H -7.0362 0.0604 -2.5275 0.27 -0.51 -0.32
H -6.1626 -1.1234 -0.3865 0.60 -0.26 -0.53
H -4.0229 -2.6591 -1.0547 -0.21 -0.31 -0.43
H -3.8997 -2.6907 -3.7994 0.29 0.11 0.06
O 0.3854 -1.5717 -2.2703 -0.21 -0.28 0.11
C 1.3748 -0.9797 -1.9400 1.40 1.07 0.45
C 2.5592 -0.7776 -1.2639 -4.39 -1.22 -1.68
C 3.6817 -1.4375 -1.7848 4.02 -1.21 0.02
C 4.8206 -1.6042 -0.9640 -2.36 0.54 -1.42
C 4.7759 -0.9488 0.2877 -0.29 0.36 -0.13
C 3.7354 -0.0841 0.6647 0.41 -0.95 -0.50
C 2.5687 -0.0012 -0.0790 0.10 1.55 2.25
P 1.1768 1.0920 0.3884 0.42 0.27 -3.63
C 1.6627 1.8257 1.9042 0.74 -0.76 0.10
C 1.4522 1.2360 3.1215 -0.80 0.89 2.82
C 1.7011 1.9879 4.3089 0.51 -0.98 -0.75
C 2.4764 3.1452 4.2278 -0.66 -0.68 0.63
C 2.8666 3.5912 2.9899 -0.39 0.75 -1.04
C 2.4075 2.9832 1.8276 1.02 1.02 -0.10
C -0.2379 0.0727 0.7995 1.05 -3.36 1.59
C 0.0588 -1.2345 1.3458 -3.23 1.61 -0.31
C -1.0197 -2.0420 1.7748 2.92 -0.88 -0.62
C -2.2792 -1.6098 1.5520 -3.23 0.57 1.39
C -2.6134 -0.2785 1.1975 0.63 -1.38 -0.40
C -1.5599 0.4742 0.7155 -0.05 0.91 0.47
H 3.6867 -1.7865 -2.8233 -0.15 -0.03 0.52
H 5.6846 -2.1996 -1.3066 -0.51 0.46 0.24
H 5.6113 -1.0012 0.9081 1.39 0.00 1.01
H 3.9124 0.5077 1.5501 -0.28 0.06 0.23
H 0.9811 0.2634 3.2930 0.00 0.38 -0.61
H 1.3376 1.5604 5.2497 0.37 0.33 -0.18
H 2.7691 3.6934 5.1091 -0.09 0.08 0.22
H 3.3516 4.5494 2.8701 0.45 -0.04 0.20
H 2.7296 3.4248 0.8608 -0.63 -0.48 0.59
H 1.0470 -1.5482 1.4222 1.65 -0.47 0.14
H -0.7941 -3.0587 2.2077 -0.45 1.15 -0.61
H -3.1028 -2.2806 1.8567 0.35 0.43 -0.24
H -3.6399 0.1016 1.2682 0.48 -0.34 -0.38
H -1.7226 1.4661 0.3375 -0.21 0.56 -0.07
S 2.1012 3.0786 -5.5459 0.42 0.21 -0.37
C 1.0225 2.2317 -4.6470 -1.02 -0.38 0.79
N 0.2189 1.6832 -3.9896 0.28 0.18 -0.45

***

(2)
12
Properties=species:S:1:pos:R:3:forces:R:3 method="wB97M-V/def2-TZVPD" lumo_ev=0.4 multiplicity=1 smiles="CN[S@@](N)(=O)=S" e_homo_ev=-9.30 e_above_lowest_ev=3.300 total_energy_ha=-1022.737032
C 1.0563 0.6975 -1.3362 -2.36 -1.38 -1.54
N -1.7484 -0.1554 1.2486 4.50 1.00 -2.10
N 0.5154 0.6495 0.0098 0.92 -2.77 0.67
O 0.0595 -1.7885 -0.2983 -0.30 0.76 0.78
S 0.9510 -1.1810 2.4119 -0.46 0.29 -0.82
S 0.0429 -0.7843 0.7591 -1.37 0.68 0.44
H 0.1702 0.3549 -2.0372 1.75 1.15 0.70
H 1.3894 1.7549 -1.5548 -0.04 -1.56 0.17
H 1.7495 -0.1608 -1.4637 0.23 1.20 0.08
H -1.9454 0.0865 0.2746 -1.04 -0.27 0.36
H -2.2969 -0.8829 1.6222 -0.64 -1.40 0.17
H 0.0564 1.4098 0.3641 -1.19 2.29 1.10

***

(3)
12
Properties=species:S:1:pos:R:3:forces:R:3 method="wB97M-V/def2-TZVPD" lumo_ev="-2.0 / -2.7" multiplicity=1 e_homo_ev="-9.36 / -8.92" e_above_lowest_ev=2.666 total_energy_ha=-769.877330
C -1.0210 -0.6463 -0.2062 -0.65 -0.25 0.38
C 0.5068 1.2303 1.0388 1.13 -3.41 1.47
C 0.1844 0.1799 0.0023 -0.46 -0.78 -0.17
N -0.9600 -1.7546 -0.8779 1.25 0.16 -0.01
F 1.1297 -0.0397 -0.8811 -0.37 0.68 0.55
F 1.4671 -2.5765 -0.4079 2.57 -1.02 0.91
S -2.3718 0.1537 0.4765 -0.09 0.21 -0.01
H 1.4685 1.6214 0.6990 -0.29 0.49 0.56
H -0.3164 1.8575 1.1730 -0.89 1.42 -0.11
H 0.5812 0.7203 2.1658 0.12 0.93 -3.03
H 0.6772 -2.2247 -0.6819 -2.47 0.43 -0.97
H -1.7603 -2.3880 -1.0081 0.12 1.14 0.42

***

(4)
11
Properties=species:S:1:pos:R:3:forces:R:3 method="wB97M-V/def2-TZVPD" lumo_ev=0.9 multiplicity=1 smiles=CNCC#N e_homo_ev=-9.61 e_above_lowest_ev=0.964 total_energy_ha=-227.389413
C 0.0853 1.3937 -0.2280 -0.09 0.13 -0.02
N 0.4294 0.2717 0.6550 0.26 -0.02 -0.10
C -0.3528 -0.9432 0.6098 -0.15 -0.08 0.11
C -0.2233 -1.6518 -0.6951 0.51 0.25 -0.99
N 0.0767 -1.9626 -1.7700 -0.50 0.01 1.07
H 0.6821 1.4644 -1.1535 -0.14 -0.28 0.29
H 0.2423 2.3197 0.3383 -0.10 -0.10 -0.21
H -0.9677 1.3560 -0.5326 0.18 -0.08 0.19
H 1.3996 0.0146 0.5217 0.00 0.17 0.12
H -0.0067 -1.5953 1.4188 -0.01 -0.03 -0.24
H -1.4016 -0.7373 0.8368 0.05 0.04 -0.23